40
Properties=species:S:1:pos:R:3:forces:R:3:mulliken_charge:R:1 method="wB97M-V/def2-TZVPD" de_lowest_kcal_mol=177.9 spin_multiplicity=1 total_charge=+1 orbital_gap_ev=8.97 smiles=CCC[C@H](C)n1c(CCCO)nn[n+]1OCC
C -3.25353 -1.37344 -1.29386 -0.567 0.201 0.035 -0.85
C -2.92772 -0.87769 0.25350 -1.437 -0.143 -0.243 -0.26
C -2.61608 0.72629 0.38607 0.861 -0.372 0.382 -0.75
C -1.00776 1.11400 0.16166 -1.696 2.229 -0.861 0.04
C -0.60441 1.20907 -1.45253 0.192 0.680 0.939 -0.98
N -0.06380 0.25474 0.97322 4.056 -5.724 0.703 0.47
C 0.61575 -1.07180 0.64113 -0.076 0.391 0.640 -0.06
C 0.48528 -1.93737 -0.74512 0.061 -0.790 0.409 0.28
C 1.90906 -2.13636 -1.56236 0.113 -1.161 -1.136 -0.57
C 1.88574 -1.42984 -3.07811 0.383 -0.271 0.453 -0.31
O 2.42210 -0.07135 -2.90085 0.452 -0.786 -1.122 -0.50
N 1.46317 -1.59940 1.77822 -4.997 6.416 -2.154 -0.35
N 1.25524 -0.61098 2.72827 -1.355 1.006 -1.584 -0.37
N 0.41918 0.41919 2.29189 0.450 -2.620 -2.477 0.58
O -0.04579 1.51819 2.90981 0.934 -0.381 0.425 -0.28
C 1.02854 2.33514 3.49341 1.383 2.678 0.916 -0.34
C 2.40039 2.42688 2.60056 0.699 -0.757 1.490 -0.78
H -2.46435 -2.13880 -1.69926 -1.541 1.543 0.732 0.16
H -4.31244 -1.89772 -1.29586 2.307 0.990 -0.088 0.30
H -3.34573 -0.44633 -2.02842 0.307 -1.995 1.527 0.25
H -2.12556 -1.58412 0.73006 -1.336 1.591 -0.790 0.18
H -3.93528 -1.07604 0.86267 2.342 0.506 -1.210 0.40
H -2.90456 1.08766 1.46997 0.503 -0.667 -2.237 0.33
H -3.20036 1.36456 -0.42822 1.203 -1.452 1.829 0.34
H -0.91742 2.23660 0.55767 0.199 -2.697 -0.530 0.28
H -0.92702 2.31115 -1.77706 0.659 -2.572 0.655 0.40
H -1.17735 0.42596 -2.10718 1.313 1.500 1.372 0.17
H 0.56373 1.14401 -1.51765 -2.272 -0.051 -0.276 0.23
H 0.15506 -3.03695 -0.41784 0.621 2.572 -0.366 0.44
H -0.33739 -1.56753 -1.49047 1.609 -0.333 1.804 -0.40
H 2.02918 -3.30271 -1.78525 -0.407 2.483 0.689 0.32
H 2.86191 -1.83785 -0.93933 -2.050 -0.305 -1.363 0.35
H 2.53233 -2.02545 -3.86234 -1.201 1.018 1.818 0.37
H 0.78222 -1.40287 -3.52891 2.275 0.109 1.154 0.16
H 3.25391 0.08747 -3.43818 -1.650 -0.622 0.856 0.31
H 0.59977 3.44725 3.55908 0.466 -2.704 -0.283 0.30
H 1.18340 1.98927 4.60338 -0.022 0.463 -2.337 0.30
H 3.06716 1.49012 2.92000 -1.389 2.018 -1.096 0.27
H 3.01424 3.37343 2.98767 -1.566 -2.005 -1.023 0.34
H 2.23920 2.46359 1.44057 0.175 0.011 2.349 0.22

=====

69
Properties=species:S:1:pos:R:3:forces:R:3:mulliken_charge:R:1 method="wB97M-V/def2-TZVPD" s2=3.7570 spin_multiplicity=4 orbital_gap_ev="3.35 / 9.26"
Ti 0.52100 -0.09498 -0.32192 0.133 0.622 0.497 0.95
C 0.71257 -0.96952 4.36310 -0.442 -0.971 -0.875 0.48
F 0.84364 0.33890 4.52945 -0.150 0.591 0.053 -0.22
F 1.94105 -1.43345 4.03949 -0.691 -0.084 0.147 -0.23
F 0.32511 -1.51169 5.53361 0.437 0.226 -0.496 -0.22
S -0.67144 -1.41035 3.07483 -0.993 -0.459 0.512 1.16
O -0.33842 -0.82774 1.75545 0.013 0.010 1.285 -0.05
O -0.68292 -2.87616 3.06412 0.308 1.311 -0.007 -0.68
O -1.83438 -0.80022 3.75303 1.515 -0.357 -1.140 -0.71
C -2.74610 1.68764 -2.33123 0.007 -0.946 0.380 -1.20
C -2.63873 0.35107 -1.54908 1.131 1.412 -0.777 0.66
O -1.54378 -0.19853 -1.46483 -0.028 -0.502 0.440 -0.49
N -3.75764 -0.12467 -1.01397 -0.907 -0.669 0.630 -0.15
C -3.83772 -1.35042 -0.18266 -0.671 1.011 -0.050 -0.55
H -3.68548 1.71237 -2.88354 0.096 0.122 -0.204 0.48
H -1.87084 1.71314 -2.98036 -0.251 0.053 -0.115 0.19
H -2.69440 2.56591 -1.68774 0.006 -0.185 0.285 0.21
H -4.58615 0.43852 -1.14235 0.116 -0.251 0.114 0.22
H -3.66496 -2.24205 -0.78536 0.406 0.110 0.229 0.13
H -4.85138 -1.43058 0.20998 -0.163 0.109 -0.296 0.41
H -3.24660 -1.23643 0.72601 0.574 -0.299 -0.347 0.05
C 3.84973 1.46942 2.90794 -0.089 0.439 0.896 -1.53
C 3.01854 1.57190 1.65701 0.973 -1.733 -0.473 0.80
O 2.68968 0.57529 1.03463 -0.888 -1.201 -0.282 -0.68
N 2.75340 2.76088 1.13215 -0.247 1.393 -0.596 0.07
C 2.92322 4.02204 1.75098 0.052 1.124 1.672 -1.00
H 4.03820 0.50579 3.38123 -0.605 -0.449 -0.928 0.28
H 3.28269 1.99691 3.67495 0.424 0.507 0.247 0.42
H 4.85296 1.87071 2.76439 -0.179 0.576 0.008 0.41
H 2.11818 2.77312 0.34700 -0.094 -0.553 -0.076 0.14
H 3.74965 4.02944 2.46166 0.340 -0.056 -0.388 0.40
H 2.08782 4.28202 2.40107 -0.519 0.002 0.033 0.26
H 3.02001 4.87693 1.08173 0.235 -0.413 -0.372 0.34
O -0.10094 2.19411 0.15334 -1.736 0.767 2.077 -0.51
C -0.76837 2.81378 1.05293 3.384 -2.341 -1.444 0.04
O -1.70559 3.65470 0.72399 -2.285 1.561 -1.958 -0.32
C -2.33969 4.25844 1.85261 -0.303 0.835 -0.313 -0.48
C -1.44320 3.92698 2.96243 0.500 0.210 2.110 -0.67
C -0.79655 2.65098 2.54337 0.637 -0.454 -1.247 0.44
H -3.36352 3.94163 2.05132 -0.032 -0.356 -0.695 0.30
H -2.30553 5.34365 1.75649 -0.474 -0.045 -0.631 0.34
H -1.99792 3.80381 3.89260 0.205 0.258 0.144 0.33
H -0.75360 4.76870 3.02621 0.427 -0.305 0.497 0.25
H -1.53274 1.84814 2.58303 0.230 -0.696 0.977 0.04
H 0.19180 2.43160 2.94726 -0.394 -0.360 0.176 0.00
O 1.54808 0.36673 -2.46116 -0.508 1.023 1.810 -0.35
C 2.07443 -0.24331 -3.33144 -1.599 -1.272 -0.543 0.28
O 3.24649 0.06770 -3.81710 0.907 0.537 -0.086 -0.37
C 3.61386 -0.84899 -4.82558 1.166 -0.338 -1.380 -0.48
C 2.37491 -1.57621 -5.28807 -1.125 -0.936 0.563 -0.58
C 1.46973 -1.43939 -4.05362 0.098 0.724 -0.383 0.02
H 4.37563 -1.52426 -4.43596 0.014 0.027 0.080 0.27
H 4.03711 -0.26665 -5.64402 0.230 -0.041 0.131 0.33
H 2.45430 -2.64435 -5.49024 0.719 0.099 -0.142 0.30
H 1.92889 -1.14959 -6.18649 0.009 0.307 0.183 0.28
H 1.49560 -2.28078 -3.36116 -0.021 -0.117 -0.104 -0.01
H 0.43950 -1.21631 -4.33103 -0.010 -0.062 0.349 0.34
O 0.90773 -2.45913 -0.58646 -2.576 -3.453 -0.992 -0.71
C 0.12528 -3.44468 -0.79077 1.091 4.269 0.950 0.55
O 0.24790 -4.21505 -1.87617 -0.400 -0.651 0.689 -0.39
C -0.83159 -5.21274 -1.85656 -0.419 0.070 -1.024 -0.63
C -1.95775 -4.60558 -1.02366 0.716 -0.546 -0.514 -0.50
C -1.16612 -3.80186 -0.02907 -0.184 0.112 0.531 0.46
H -0.46026 -6.17564 -1.50578 0.173 0.197 0.227 0.27
H -1.16804 -5.32646 -2.88708 0.357 -0.099 -0.062 0.38
H -2.61833 -5.36148 -0.59898 0.100 0.063 0.035 0.39
H -2.53725 -3.94307 -1.66658 -0.086 -0.018 -0.002 0.16
H -0.94390 -4.36834 0.87526 0.349 -0.049 0.001 0.35
H -1.81708 -3.00253 0.32511 0.991 0.586 -0.014 -0.48

=====

14
Properties=species:S:1:pos:R:3:forces:R:3:mulliken_charge:R:1 method="wB97M-V/def2-TZVPD" de_lowest_kcal_mol=102.6 spin_multiplicity=1 orbital_gap_ev=9.96
C -0.02307 -0.06596 -0.09696 -0.090 0.241 -1.390 0.49
C -1.22547 -0.94181 -0.29122 0.027 -0.012 -0.062 -1.25
C -0.28023 1.39527 0.14414 0.226 -0.132 0.448 -1.13
N 1.10195 -0.40529 -0.74084 -0.047 -0.292 1.772 0.07
O 2.22461 0.06602 -0.24130 -0.002 0.151 -0.850 -0.55
H 0.94824 -0.30762 1.50052 0.999 0.093 -0.240 0.03
H 1.15856 -1.38324 -1.03384 -0.002 0.173 -0.049 0.21
H 1.79020 -0.15887 1.16201 -1.165 -0.147 0.289 0.14
H -1.87729 -0.54551 -1.07485 0.015 0.045 0.036 0.31
H -0.95191 -1.96359 -0.55739 0.009 0.011 0.059 0.35
H -0.86227 1.81138 -0.68394 -0.006 -0.127 -0.021 0.33
H -0.85476 1.53029 1.06033 0.018 0.049 -0.017 0.36
H -1.80766 -0.96758 0.63035 0.043 -0.029 -0.014 0.31
H 0.65908 1.93652 0.22300 -0.026 -0.025 0.041 0.33

=====

21
Properties=species:S:1:pos:R:3:forces:R:3:mulliken_charge:R:1 method="wB97M-V/def2-TZVPD" de_lowest_kcal_mol=114.3 spin_multiplicity=1 total_charge=+1 orbital_gap_ev="7.78 / 7.78"
C -2.15597 -1.11901 0.17712 1.321 -0.312 3.129 -0.01
N 0.94175 1.38483 2.09823 -4.301 -3.095 0.994 -0.16
N -1.83853 -1.02521 -1.14399 -1.946 -1.219 -0.509 -0.38
N -1.77533 -1.08562 2.50228 -0.811 -1.243 -0.922 -0.60
N 2.23871 0.76519 -2.39396 -1.230 1.786 -2.098 -0.57
N -1.48943 -0.64930 1.20270 -0.152 0.423 -2.059 -0.19
N 2.35054 0.41697 -1.10570 0.604 -0.931 3.029 0.32
N 0.56846 0.95049 0.99969 3.083 2.178 0.108 -0.10
N 2.36450 1.16764 -0.10069 0.811 -1.462 0.119 -0.28
O 2.07627 2.01896 2.26013 1.565 2.242 1.531 -0.37
H -2.82589 -1.85160 0.53030 -1.597 -0.916 -0.677 0.33
H -2.54325 -1.29859 -1.88760 1.341 0.662 1.694 0.26
H -1.20003 -0.32206 -1.36128 0.878 1.245 -0.750 0.19
H -1.53940 -0.46822 3.25558 0.173 0.677 -0.335 0.23
H -2.72731 -1.45683 2.60891 0.526 0.306 -0.061 0.24
H 2.20681 1.88165 -2.50522 -0.259 -3.575 0.152 0.32
H 1.48730 0.17362 -2.84509 0.970 1.471 0.258 0.28
H -0.26717 0.17810 0.92385 -0.165 1.051 1.669 0.47
H 2.39550 -0.60422 -0.77449 0.129 1.698 -1.542 0.32
H 2.40379 2.16747 -0.26938 -0.439 0.276 -0.467 0.27
H 2.11270 2.33808 3.27202 -0.499 -1.264 -3.265 0.42

=====

16
Properties=species:S:1:pos:R:3:forces:R:3:mulliken_charge:R:1 method="wB97M-V/def2-TZVPD" de_lowest_kcal_mol=65.9 spin_multiplicity=1 total_charge=+1 orbital_gap_ev=10.45 smiles=N#C[C@@H]1C[C@H]([NH3+])[C@H]1F
N 3.98036 -0.04390 -1.00963 1.809 -0.120 -1.814 -0.31
C 3.16910 -0.03939 -0.22452 -2.004 0.308 2.325 -0.04
C 2.05674 0.04955 0.71857 -2.236 2.299 -1.695 -0.11
C 0.88965 -0.87833 0.31066 -0.483 -2.621 0.516 -0.82
C -0.27158 0.17700 0.23796 2.759 -0.494 -2.241 -0.18
N -1.38949 -0.09083 -0.97040 1.247 1.360 1.172 -0.38
C 0.86661 1.29998 0.01735 0.246 -1.300 2.263 -0.10
F 0.54367 2.44091 0.72240 0.735 -1.033 -1.010 -0.28
H 2.39101 0.23864 1.73614 -0.524 -0.145 0.021 0.47
H 1.21332 -1.19396 -0.69439 -0.686 -0.072 0.133 0.42
H 0.70375 -1.87532 0.90150 0.287 2.078 -0.897 0.37
H -0.81717 0.23722 1.16175 -0.334 0.432 0.149 0.37
H -1.41088 -1.10090 -1.20928 -0.358 0.790 0.240 0.35
H -1.19339 0.47876 -1.82713 0.162 -0.722 0.790 0.39
H -2.27348 0.30543 -0.59666 0.299 -0.893 -0.386 0.38
H 1.32964 1.47710 -0.97640 -0.921 0.132 0.433 0.45

=====

27
Properties=species:S:1:pos:R:3:forces:R:3:mulliken_charge:R:1 method="wB97M-V/def2-TZVPD" de_lowest_kcal_mol=77.3 spin_multiplicity=1 orbital_gap_ev=8.81 smiles=Cc1ccc(O)cc1.CCC
C -0.39728 -1.25047 2.29055 -4.826 -1.496 3.616 -1.42
C -1.34680 -0.71663 1.24906 0.222 1.685 3.993 0.87
C -2.00047 0.49776 1.61292 -0.906 1.311 -2.386 -0.63
C -2.70524 1.16073 0.60059 2.139 -5.490 0.757 -0.62
C -2.80675 0.48481 -0.64203 0.825 0.754 2.836 0.78
O -3.35468 1.36916 -1.44585 -1.078 0.021 -5.007 -0.48
C -2.29176 -0.78553 -0.89273 -0.370 1.761 0.288 -0.65
C -1.57242 -1.40702 0.10787 -0.162 1.407 0.528 -0.62
H -0.41896 -0.74949 3.29887 0.120 0.638 -1.331 0.33
H 0.57688 -1.33055 2.00835 2.605 -0.938 -0.884 0.29
H -0.97691 -2.17589 2.74265 1.949 0.648 -1.342 0.32
H -2.02443 1.15779 2.49601 1.044 -1.338 0.223 0.22
H -3.00042 2.11212 0.77598 -1.362 2.705 0.005 0.50
H -3.31298 1.04772 -2.39043 -0.253 0.581 1.305 0.31
H -2.14450 -1.04894 -1.88955 -0.441 -0.953 -1.656 0.29
H -1.10270 -2.34321 0.12020 0.534 -1.290 -0.960 0.51
C 3.55801 -0.68747 -1.10739 -3.292 0.999 -1.362 -1.09
C 2.22888 0.10226 -0.51418 3.410 -0.296 -0.282 -0.07
C 2.08522 1.58442 -0.94187 -0.519 0.008 1.176 -1.12
H 3.47471 -1.80967 -1.09684 -0.080 1.218 0.098 0.30
H 3.59246 -0.30164 -2.17263 0.433 -0.766 1.089 0.28
H 4.38550 -0.35757 -0.56137 1.505 0.343 0.637 0.33
H 2.17294 -0.17716 0.54361 0.019 0.926 0.063 0.24
H 1.43015 -0.36385 -0.92902 -2.515 -1.671 -1.333 0.22
H 1.02553 1.88805 -0.97181 0.122 -0.158 0.966 0.27
H 2.26715 1.81578 -1.96953 1.078 -0.484 -0.867 0.35
H 2.65887 2.28448 -0.32143 -0.201 -0.125 -0.170 0.29